(1)
64
Properties=species:S:1:pos:R:3:mulliken_charge:R:1 method="wB97M-V/def2-TZVPD" total_charge=+2 largest_force_ev_per_a=6.898 homo_ha=-0.5284 energy_ev=-102351.4503
C 5.17596 -3.13498 1.32334 -0.99
C 3.97163 -2.59466 2.07656 -0.14
O 4.09585 -1.19394 2.44523 -0.47
C 4.23785 -0.31027 1.46966 -0.21
C 5.39619 0.45638 1.41611 0.06
Br 6.78259 0.22423 2.64825 -0.03
C 5.55730 1.43644 0.44015 -1.25
C 4.55358 1.65066 -0.48403 -0.83
C 3.33243 0.89796 -0.47380 1.56
N 2.30204 1.14956 -1.39167 -1.31
C 1.24463 0.38838 -1.26659 -0.46
C 0.09929 0.58706 -2.19692 -0.71
C -0.51080 1.99717 -2.04937 -1.26
C -1.45168 2.10203 -0.83621 -0.07
C -2.91214 2.31037 -1.25601 -0.69
C -3.80053 2.93457 -0.19204 -1.11
C -3.81106 2.12131 1.10261 -0.20
C -4.87542 1.03896 1.12471 -0.72
C -4.56823 0.02771 2.22340 -1.15
C -3.23073 -0.68307 1.99357 -0.96
C -2.96727 -1.14944 0.57758 0.94
C -1.57474 -1.75595 0.43324 -0.71
C -1.22630 -1.85716 -1.03252 -0.57
O 0.15500 -2.15632 -1.19105 -0.57
C 0.54942 -2.19874 -2.54822 -0.65
C 1.15217 -0.61184 -0.26148 0.85
N 2.07251 -0.83581 0.61439 -0.57
C 3.19810 -0.08012 0.52070 0.32
H 5.34232 -4.15051 1.66310 0.38
H 6.08826 -2.59131 1.53137 0.25
H 4.99763 -3.21014 0.25745 0.28
H 3.86569 -3.11527 3.01497 0.43
H 3.06518 -2.78650 1.51800 0.11
H 6.45177 2.03236 0.40683 0.45
H 4.71556 2.44376 -1.20507 0.72
H -0.65868 -0.15775 -2.00158 -0.41
H 0.49383 0.49386 -3.20558 0.68
H -1.02737 2.25784 -2.96367 0.66
H 0.27248 2.74608 -1.93062 0.16
H -1.40278 1.17231 -0.27378 -0.27
H -1.14862 2.90474 -0.17239 0.77
H -2.92693 2.96110 -2.12668 0.46
H -3.30671 1.34163 -1.55263 0.19
H -4.80803 2.94826 -0.60144 0.36
H -3.54258 3.96715 0.01878 0.39
H -4.00642 2.79670 1.93086 0.42
H -2.85172 1.65259 1.29408 0.06
H -4.90922 0.53432 0.16246 0.31
H -5.86329 1.45632 1.28915 0.49
H -4.49554 0.54522 3.17446 0.38
H -5.36425 -0.70529 2.28885 0.41
H -3.17242 -1.53266 2.66886 0.47
H -2.40089 -0.03235 2.26118 0.44
H -3.72338 -1.84176 0.21938 0.47
H -2.98350 -0.29225 -0.09387 -0.98
H -1.53913 -2.74244 0.87720 0.64
H -0.85115 -1.09132 0.90123 0.24
H -1.83034 -2.62591 -1.51143 0.53
H -1.43397 -0.89006 -1.50339 0.70
H -0.30267 -2.17706 -3.22221 0.36
H 1.16634 -1.33427 -2.79237 0.23
H 1.09247 -3.11236 -2.75272 0.33
H 0.26008 -1.22098 -0.23136 0.84
Sr 3.79033 2.59546 -2.56702 1.97



(2)
67
Properties=species:S:1:pos:R:3:mulliken_charge:R:1 method="wB97M-V/def2-TZVPD" total_charge=+1 s_squared=3.848 largest_force_ev_per_a=2.209 multiplicity=4 homo_ha="-0.3441 / -0.3484" energy_ev=-74099.6078
Cr -0.20018 -0.30249 0.46378 0.26
C 2.71835 -1.16733 1.60556 -1.10
C 2.26227 -2.18804 0.56140 -0.50
N 0.80575 -2.29675 0.65270 0.21
C 0.18314 -3.15836 -0.34838 -1.02
C -1.26925 -2.80217 -0.52293 0.52
C -2.19475 -3.75478 -0.88463 -0.85
C -3.49155 -3.36746 -1.18945 -0.73
C -3.77890 -2.01490 -1.16809 -0.93
C -2.81853 -1.11123 -0.74863 0.54
C -3.20301 0.34998 -0.70169 -1.15
N -2.13576 1.31167 -0.59082 -0.03
C -0.83122 1.07378 -1.05088 -0.52
C 1.58949 0.71689 0.45658 -0.70
N 1.77615 -0.05584 1.65887 0.02
N -1.58492 -1.48970 -0.38133 1.06
H 3.73177 -0.82988 1.36037 0.39
H 2.74665 -1.63774 2.59089 0.45
H 2.76678 -3.14576 0.72657 0.37
H 2.50184 -1.84416 -0.44414 0.18
H 0.56061 -2.61803 1.58506 0.16
H 0.29297 -4.22199 -0.11718 0.46
H 0.68481 -2.97479 -1.30348 0.20
H -1.89594 -4.79266 -0.93861 0.51
H -4.24263 -4.09528 -1.46137 0.45
H -4.75810 -1.65514 -1.45484 0.52
H -3.88875 0.49987 0.13543 0.37
H -3.77149 0.55139 -1.61751 0.46
H -2.20145 1.91731 0.21090 0.28
H -0.25504 1.99529 -1.06963 0.37
H -0.81841 0.57628 -2.02065 0.19
H 1.62495 1.78679 0.65598 0.56
H 2.32312 0.47714 -0.31274 0.16
H 1.90230 0.49852 2.49220 0.28
C -0.67998 2.97087 2.61525 -0.89
C -1.66763 2.07093 3.29782 0.99
C -2.40826 2.49273 4.37798 -0.92
C -3.28841 1.63065 5.03074 -0.73
C -3.43140 0.31472 4.59556 -0.83
C -2.72628 -0.15919 3.51365 0.89
C -2.85124 -1.57571 3.03824 -0.97
C -1.80708 0.71625 2.82997 -0.15
N -1.10313 0.27460 1.81535 -0.51
H -0.73519 3.98143 3.01508 0.44
H -0.84667 3.00905 1.53666 0.11
H 0.33331 2.59079 2.76590 0.12
H -2.29469 3.50880 4.73616 0.42
H -3.85530 1.98422 5.88112 0.40
H -4.10855 -0.35040 5.11816 0.42
H -3.56953 -2.12947 3.64001 0.44
H -1.88137 -2.07664 3.09575 0.14
H -3.16931 -1.60922 1.99389 0.05
S 1.73399 -0.79980 -2.74632 -0.50
C 2.75285 0.40553 -3.32701 0.29
N 2.32078 1.66318 -3.49409 -0.06
C 3.14749 2.75712 -3.98894 -0.61
C 4.24174 2.19832 -4.88418 -0.64
C 4.98724 1.10526 -4.13600 -0.59
N 4.02942 0.12952 -3.63263 -0.16
H 1.35868 1.83737 -3.26327 0.20
H 3.59090 3.30578 -3.15218 0.28
H 2.51549 3.44409 -4.54988 0.38
H 4.93313 2.98628 -5.17716 0.35
H 3.79354 1.78049 -5.78742 0.31
H 5.55239 1.53925 -3.30512 0.28
H 5.68550 0.59458 -4.79722 0.38
H 4.31654 -0.82185 -3.48519 0.22



(3)
88
Properties=species:S:1:pos:R:3:mulliken_charge:R:1 method="wB97M-V/def2-TZVPD" total_charge=-1 largest_force_ev_per_a=1.774 homo_ha=-0.1798 energy_ev=-107808.0921
O -1.95619 -11.03659 -3.42000 -0.68
S -1.64205 -9.84952 -2.66879 1.15
O -1.51453 -10.05794 -1.25241 -0.60
O -2.77724 -8.79360 -2.96141 -0.42
C -0.13831 -9.14570 -3.31929 -0.73
C -0.25053 -7.76099 -3.99024 -0.64
C 0.36724 -6.61956 -3.14274 -1.17
In -0.94089 -6.03649 -1.40503 0.77
H -2.97344 -8.34375 -2.11585 0.28
H 0.18502 -9.87257 -4.06589 0.41
H 0.59917 -9.16584 -2.51738 0.37
H 0.34772 -7.82731 -4.90719 0.36
H -1.28790 -7.54826 -4.24376 0.44
H 1.36121 -6.95459 -2.83007 0.38
H 0.48891 -5.78092 -3.83618 0.31
H -2.64461 -6.30394 -1.90998 -0.45
H -0.55080 -7.10979 -0.04555 -0.36
H -0.83664 -4.32380 -0.96036 -0.42
C 1.88132 0.18790 0.61064 -0.99
C 2.39231 0.33551 -0.80733 -0.22
O 1.96628 -0.75733 -1.64161 -0.32
C 0.70499 -0.72160 -2.04459 0.26
O -0.09538 0.13772 -1.80264 -0.51
C 0.39463 -1.94702 -2.92108 1.00
F 0.80749 -3.05870 -2.34008 -0.22
F 1.01688 -1.82454 -4.11205 -0.30
F -0.90859 -2.02824 -3.15532 -0.23
H 2.19235 -0.77423 1.02058 0.28
H 2.27484 0.98637 1.23299 0.34
H 0.79873 0.21858 0.63461 0.35
H 3.48011 0.30502 -0.82331 0.35
H 2.08360 1.28199 -1.25276 0.22
C -3.86051 1.40282 4.20194 -1.19
C -3.00702 0.23788 4.65385 0.08
O -1.67007 0.32177 4.11880 -0.32
C -0.84960 1.18788 4.68409 0.44
O -1.06938 1.90629 5.61542 -0.53
C 0.51271 1.13120 3.96933 0.88
F 0.37023 1.19979 2.64168 -0.27
F 1.14489 -0.01380 4.25839 -0.26
F 1.29718 2.13627 4.35268 -0.27
H -3.87099 1.46628 3.11335 0.30
H -4.88208 1.27902 4.55946 0.41
H -3.47467 2.34751 4.58340 0.32
H -3.40937 -0.69660 4.27035 0.39
H -2.96687 0.16082 5.73770 0.05
C -1.40021 1.70444 -3.76212 -0.93
C -2.37309 2.66504 -4.40782 -0.56
O -1.73913 3.48298 -5.42273 -0.28
C -1.50004 2.90259 -6.58660 0.33
O -1.76673 1.78350 -6.90667 -0.51
C -0.83678 3.91330 -7.54169 0.89
F 0.20471 4.54483 -6.97247 -0.23
F -1.71872 4.84859 -7.92021 -0.27
F -0.39088 3.30485 -8.63338 -0.25
H -0.54687 2.24560 -3.35318 0.27
H -1.88511 1.15729 -2.96083 0.43
H -1.01788 0.98338 -4.48387 0.34
H -2.74944 3.37029 -3.66969 0.34
H -3.23125 2.15034 -4.83871 0.38
C 3.18607 -0.08920 9.84381 -1.16
C 2.50417 0.36578 8.57175 -0.20
O 1.19530 -0.21973 8.42715 -0.30
C 0.23470 0.29892 9.17557 0.36
O 0.33342 1.20157 9.95368 -0.53
C -1.09196 -0.41832 8.86864 0.85
F -0.95085 -1.74707 8.90385 -0.26
F -1.51327 -0.07788 7.64447 -0.23
F -2.03298 -0.08355 9.74406 -0.25
H 3.23478 -1.17807 9.87944 0.31
H 4.19764 0.31247 9.89099 0.37
H 2.64200 0.24509 10.72589 0.32
H 3.06463 0.03019 7.70230 0.33
H 2.42752 1.45129 8.51689 0.33
C 0.27139 6.00675 -4.28411 -0.59
C 1.73756 5.77715 -3.99875 -0.30
O 2.39314 6.97382 -3.52238 -0.33
C 2.16236 7.30505 -2.26306 0.33
O 1.48136 6.71817 -1.47438 -0.52
C 2.94762 8.58386 -1.91528 0.93
F 2.76078 9.53532 -2.83663 -0.25
F 4.25957 8.31934 -1.85455 -0.26
F 2.56692 9.06646 -0.73843 -0.24
H 0.14592 6.82943 -4.98957 0.34
H -0.17370 5.11195 -4.70173 -0.12
H -0.27314 6.26874 -3.37703 0.38
H 2.26018 5.50986 -4.91453 0.34
H 1.89011 4.96819 -3.28446 0.31